# 1
Formula: C5H10O
Source: the OMol25 dataset
Level of theory: ωB97M-V/def2-TZVPD

Geometry as XYZ:
```
16
Properties=species:S:1:pos:R:3
H 0.4752 2.5592 0.0900
H 0.6035 -2.5876 -0.5656
H -0.1508 1.5195 1.3673
H -1.5816 0.4027 -0.6058
C -0.3630 1.9147 0.3685
C 0.1552 -1.1082 1.0415
O 1.7230 -0.2085 -0.5747
C -0.1133 -1.8312 -0.2583
H -1.2646 2.5305 0.4402
H 1.8213 -0.3860 -1.5192
H -0.3302 1.0691 -1.6427
H 1.0457 -1.3652 1.6060
C 0.3694 -0.4092 -0.2580
C -0.5411 0.7498 -0.6123
H -0.7012 -0.8067 1.6411
H -1.1475 -2.0427 -0.5183
```

Values from the calculation:
Net charge: 0
Gap between HOMO and LUMO (eV): 10.87
LUMO energy (eV): 1.030
Highest occupied orbital energy (hartree): -0.3618

# 2
Formula: C43H47BrN2OP2S2Si2Ti
Source: the OMol25 dataset
Level of theory: ωB97M-V/def2-TZVPD

Geometry as XYZ:
```
101
Properties=species:S:1:pos:R:3
C -3.7482 -3.7460 -0.5953
H -5.2357 -1.0782 0.8634
H 1.4178 -0.9929 -6.7724
C 2.4510 -4.2983 2.1139
H -0.2404 -0.7398 -4.9958
C -1.3970 1.9717 -4.3168
C -2.7370 -2.8841 -3.8705
H -1.6344 -4.0457 -0.7474
H -1.4202 2.8882 -4.9145
H 1.4766 -0.2819 4.4081
H 1.4234 3.6859 -4.1348
H 3.8272 -1.1740 -6.2141
C 1.7803 -3.2433 1.5224
C -1.6922 0.7067 4.1293
H 4.0278 5.2805 -1.6335
C -4.4490 -1.7368 0.5170
C 2.6372 2.7266 4.4443
C -0.3857 4.8738 4.3276
H 1.1917 -2.0267 4.2769
H 3.0714 0.3614 2.0882
C -0.9463 3.9064 -2.1499
H -3.9862 -4.6579 -1.1282
C 1.1926 -0.7922 -3.3908
H 2.2577 2.5928 -3.0162
H -2.5358 -1.9901 4.6537
H -0.1946 -6.2935 2.8009
N -0.1232 1.0897 -1.6898
Si -0.2223 2.3486 -2.8895
S 3.0290 1.3116 -0.5470
C 0.7280 -1.0665 4.5174
C 0.3913 -3.2620 1.3938
S 2.1134 4.1292 0.0105
C 1.3784 1.6663 2.1028
H 3.1166 3.1457 5.3212
H -2.4188 1.7549 -4.0033
C -2.7383 -0.4915 -2.4696
C -2.4233 -3.4001 -0.3777
C -0.4503 3.3392 2.4958
H 0.4145 -1.0974 5.5641
C -1.5566 -2.3741 -3.3574
H 2.3353 -2.3934 1.1377
H -2.0218 3.7897 -1.9983
C 3.0914 -1.0718 -5.4263
C -1.5399 -1.1618 -2.6682
C 1.7439 -0.9680 -5.7400
H 4.7547 5.1956 -0.0212
H -1.0631 1.1680 -4.9725
C -2.0958 -2.2319 0.3038
H 4.5350 -1.1332 -3.8360
H 3.5286 -4.2603 2.2106
C -3.9289 -2.1963 -3.6760
C 2.5640 1.1722 2.6052
H -0.8388 5.6879 4.8774
C 0.7880 2.7356 2.8502
C 1.7458 -5.4051 2.5752
C 0.3673 -5.4397 2.4441
H -1.9769 4.7724 2.8533
H -2.7301 -3.8213 -4.4128
H -2.7345 0.4430 -1.9187
C 3.2250 3.0045 -0.5054
C 0.8056 -0.8261 -4.7270
C 1.4231 2.6793 -3.7107
P -0.3649 -1.7593 0.6559
H -2.5323 -2.5965 3.0068
H -2.4855 1.0482 3.4614
C 1.4039 3.2703 4.0136
H -1.0351 1.5523 4.3295
H -2.8700 -0.4810 1.2556
Si -0.7709 -0.7744 3.4419
H 1.3021 4.7147 5.6105
N -0.4037 -0.5695 1.7557
H -0.7976 4.7309 -2.8505
H 4.1448 1.2753 4.0770
H -0.4867 4.1804 -1.2041
H 2.8571 -0.9334 -2.0515
H -4.8569 -0.4784 -2.7891
C 3.1995 1.6959 3.7511
C 0.7971 4.3349 4.7304
C -3.1226 -1.3976 0.7351
C 2.5456 -0.9230 -3.0880
H -0.6321 -2.9236 -3.4963
C -3.9288 -1.0075 -2.9626
C 3.4873 -1.0514 -4.0958
C -0.3032 -4.3694 1.8618
H 2.2706 -6.2354 3.0308
H -5.8004 -3.1901 -0.3026
O 4.4472 3.3657 -0.9514
C 4.7541 4.7506 -1.0168
C -1.0318 4.3631 3.1787
H -2.1517 0.4108 5.0743
Ti 0.5996 0.7948 0.3241
H -1.3834 -4.4035 1.7941
H -4.8557 -2.5925 -4.0716
H 1.5931 1.9679 -4.5227
P 0.0311 -0.5110 -1.9982
Br -1.4041 2.6607 0.9963
C -4.7652 -2.9178 -0.1387
C 0.6070 -1.2626 -0.6193
C -1.8873 -2.2639 3.8184
H 5.7470 4.7961 -1.4607
H -1.2854 -3.1164 4.1359
```

Values from the calculation:
2S+1: 2
Net charge: -1
Gap between HOMO and LUMO (spin up / spin down) (eV): 6.48 / 7.36
LUMO energy (spin up / spin down) (eV): 2.460 / 2.460
Highest occupied orbital energy (spin up / spin down) (hartree): -0.1477 / -0.1800

# 3
Formula: C2H8N
Source: the OMol25 dataset
Level of theory: ωB97M-V/def2-TZVPD

Geometry as XYZ:
```
11
Properties=species:S:1:pos:R:3
C 0.1934 1.2099 -0.4269
H 1.1241 -0.3387 -0.4556
C -0.3598 -1.0079 0.7545
N 0.1261 -0.2390 -0.3304
H 0.4932 -1.5616 1.1637
H -0.7385 1.6348 -0.7108
H 0.5079 1.6700 0.4373
H -1.1523 -1.7989 0.4342
H -0.4224 -0.5187 -1.1851
H -0.6978 -0.3002 1.5456
H 0.9260 1.2503 -1.2265
```

Values from the calculation:
Net charge: +1
Gap between HOMO and LUMO (eV): 14.53
LUMO energy (eV): -3.960
Highest occupied orbital energy (hartree): -0.6793

# 4
Formula: C17H41BCrF4NO9
Source: the OMol25 dataset
Level of theory: ωB97M-V/def2-TZVPD

Geometry as XYZ:
```
74
Properties=species:S:1:pos:R:3
F -6.3261 -21.7414 7.5637
C -10.9953 -17.9174 9.4831
H -3.9721 -17.9633 8.3213
N -7.2395 -15.6521 10.9998
H -9.5480 -15.3935 7.6813
Cr -7.6019 -18.7086 10.5410
C -5.0712 -22.2269 10.4323
H -3.8752 -19.4620 9.2269
H -6.5074 -16.3941 10.6368
C -9.2305 -21.7015 10.6424
H -10.7434 -18.3318 12.6616
C -6.1590 -19.9411 14.3644
H -2.7654 -17.9699 11.9790
C -3.7105 -18.3854 9.2925
C -3.8354 -18.1409 11.8136
H -9.2649 -24.3961 10.6393
H -10.9029 -18.7941 8.8385
C -8.9564 -17.1924 13.3538
H -8.9721 -16.3874 15.3522
H -6.7752 -14.8111 11.3273
H -7.1772 -20.2230 14.6306
H -8.9150 -23.8415 8.9661
H -4.8003 -23.7598 9.0052
H -11.8041 -20.8543 8.9894
F -8.0220 -20.3002 7.0016
H -3.9681 -19.2195 11.9402
H -11.0477 -18.1746 10.5436
H -10.0054 -18.8373 14.2265
H -5.0406 -24.3792 10.6421
H -12.7730 -22.2822 9.5305
H -13.2183 -20.6207 9.9084
H -7.7660 -16.1465 11.7470
O -10.4225 -22.2740 10.8562
C -10.0974 -16.3372 7.7284
O -8.6382 -17.3595 9.2844
C -8.5548 -23.8817 9.9967
C -9.9080 -16.8920 9.1416
H -6.0477 -21.9966 10.0202
C -11.5503 -21.4318 11.0611
C -8.2963 -16.9712 14.7193
H -9.2556 -16.1586 13.0486
H -3.4824 -23.7431 10.1767
H -7.8536 -15.3942 10.2285
C -5.7685 -21.1020 12.3815
H -11.1304 -16.2064 7.3853
C -4.3533 -17.6475 10.4609
H -11.9897 -17.4829 9.2972
O -8.1447 -17.7898 12.4292
H -12.1273 -21.7689 11.9229
H -11.0288 -17.3810 14.0219
H -3.9415 -16.6162 10.3722
O -5.7241 -17.5564 10.3988
O -8.2563 -22.5910 10.5040
F -5.8389 -19.5627 6.9314
H -6.0906 -19.0045 13.8142
C -4.5548 -23.5927 10.0551
F -6.8452 -20.0201 8.9599
H -9.6763 -16.9981 6.9648
O -6.4437 -20.3033 11.7868
O -5.0312 -22.0549 11.8613
B -6.7447 -20.3880 7.5736
O -9.0461 -20.5211 10.6121
H -10.1686 -16.0296 9.8117
H -8.0489 -17.8941 15.2536
H -5.6567 -19.7429 15.3146
H -4.3636 -21.5066 10.0123
C -10.2369 -17.9968 13.5681
H -7.6355 -24.4562 9.8998
C -12.3721 -21.3038 9.8031
H -11.2096 -20.4398 11.3706
H -2.6275 -18.1981 9.3568
O -5.5034 -20.9954 13.6846
H -4.3696 -17.6096 12.6049
H -7.3484 -16.4314 14.6308
```

Values from the calculation:
2S+1: 5
Net charge: -1
Gap between HOMO and LUMO (spin up / spin down) (eV): 6.29 / 7.59
LUMO energy (spin up / spin down) (eV): 2.573 / 2.567
Highest occupied orbital energy (spin up / spin down) (hartree): -0.1367 / -0.1846

# 5
Formula: CH5N
Source: the OMol25 dataset
Level of theory: ωB97M-V/def2-TZVPD

Geometry as XYZ:
```
7
Properties=species:S:1:pos:R:3
H -0.9299 -0.7779 -0.7314
N 0.9407 0.0268 -0.2520
H 1.1458 -0.8031 0.2381
H -0.9067 0.9724 -0.5315
H -0.9760 -0.1500 0.9187
H 1.2934 0.7016 0.4350
C -0.5673 0.0303 -0.0771
```

Values from the calculation:
Net charge: 0
Gap between HOMO and LUMO (eV): 11.22
LUMO energy (eV): 1.215
Highest occupied orbital energy (hartree): -0.3677

| no. | molar mass (g mol⁻¹) |
| --- | --- |
| 1 | 86.13 |
| 2 | 917.89 |
| 3 | 46.09 |
| 4 | 542.31 |
| 5 | 31.06 |